Molecular formula: C5H10N2O
Method: DFT, ωB97M-V/def2-TZVPD

```
18
Properties=species:S:1:pos:R:3
C 0.000 0.000 0.000
C 1.375 0.249 -0.676
C 1.737 -0.631 -1.896
C 2.430 -1.822 -1.923
N 2.646 -2.119 -3.256
C 1.857 -1.246 -3.898
N 1.278 -0.319 -3.142
H -0.204 -1.010 0.393
H -0.826 0.290 -0.671
H 0.031 0.707 0.846
H 1.391 1.276 -1.088
H 2.062 0.224 0.191
H 2.877 -2.372 -1.094
H 3.149 -2.870 -3.736
H 1.681 -1.279 -4.973
O 0.531 -4.829 -5.487
H 0.269 -4.708 -4.546
H 0.438 -3.935 -5.887
```

Results
Charge: 0
Total energy, hartree: -381.2546
HOMO-LUMO gap, eV: 9.2
Energy relative to the best compared isomer or geometry (same formula, charge and spin), kcal/mol: 19.4
Structure (SMILES): CCc1c[nH]cn1.O
LUMO energy, eV: 0.59

=====

Molecular formula: C40H41AgClIN4O3SiTe
Method: DFT, ωB97M-V/def2-TZVPD

```
93
Properties=species:S:1:pos:R:3
Ag 0.418 0.460 0.352
Cl 4.376 -5.670 1.229
C 3.106 -4.564 0.723
C 1.969 -5.067 0.160
C 0.944 -4.219 -0.253
I -0.765 -5.068 -1.101
C 0.979 -2.805 -0.145
O 0.081 -2.028 -0.538
C 2.214 -2.306 0.503
N 2.289 -0.972 0.707
C 3.326 -0.453 1.320
C 4.415 -1.233 1.740
C 4.384 -2.582 1.529
C 3.258 -3.171 0.917
H 1.864 -6.138 0.039
H 3.266 0.611 1.529
H 5.256 -0.761 2.233
H 5.203 -3.215 1.844
C 3.514 4.388 2.193
Si 2.059 3.541 1.310
C 0.795 4.921 0.985
C 2.726 3.006 -0.382
N 1.510 2.164 2.104
C 0.874 2.122 3.295
C 0.364 3.245 3.995
C -0.342 3.145 5.182
C -0.577 1.912 5.769
C -0.059 0.778 5.147
C 0.645 0.881 3.966
O 1.280 -0.227 3.422
C 0.695 -1.458 3.489
C -0.633 -1.670 3.132
C -1.124 -2.963 3.080
C -0.312 -4.048 3.391
C 1.007 -3.826 3.763
C 1.510 -2.534 3.818
H 3.878 5.256 1.634
H 4.342 3.682 2.308
H 3.224 4.721 3.193
H 1.019 5.451 0.053
H 0.767 5.659 1.791
H -0.205 4.489 0.896
H 3.712 3.436 -0.581
H 2.058 3.299 -1.196
H 2.818 1.918 -0.408
H 0.503 4.223 3.546
H -0.726 4.048 5.647
H -1.142 1.824 6.689
H -0.200 -0.202 5.589
H -1.254 -0.827 2.865
H -2.147 -3.124 2.764
H -0.696 -5.057 3.316
H 1.657 -4.663 3.989
H 2.543 -2.338 4.079
C -3.870 -0.498 -1.970
C -2.926 -1.623 -2.370
N -2.743 -1.700 -3.821
C -3.827 -2.327 -4.564
C -3.640 -3.836 -4.656
C -1.687 -1.247 -4.530
O -1.654 -1.326 -5.760
C -0.478 -0.704 -3.819
C 0.756 -1.064 -4.352
C 1.912 -0.560 -3.787
C 1.795 0.297 -2.703
N 0.625 0.655 -2.188
C -0.485 0.167 -2.739
H -3.894 -0.399 -0.885
H -4.886 -0.679 -2.331
H -3.537 0.462 -2.370
H -3.343 -2.581 -2.054
H -1.966 -1.545 -1.864
H -3.852 -1.895 -5.562
H -4.764 -2.084 -4.059
H -2.721 -4.062 -5.198
H -4.478 -4.297 -5.184
H -3.567 -4.285 -3.664
H 0.783 -1.726 -5.208
H 2.889 -0.819 -4.175
H 2.675 0.702 -2.216
H -1.409 0.513 -2.289
Te -2.149 1.398 0.910
C -2.480 2.618 -0.783
C -1.422 3.209 -1.482
C -1.647 3.992 -2.605
C -2.939 4.219 -3.062
C -4.003 3.651 -2.373
C -3.775 2.864 -1.252
H -0.408 3.034 -1.144
H -0.802 4.426 -3.129
H -3.114 4.822 -3.945
H -5.020 3.816 -2.714
H -4.614 2.421 -0.728
```

Results
Charge: -2
Total energy, hartree: -3456.1391
HOMO-LUMO gap, eV: 5.1
Energy relative to the best compared isomer or geometry (same formula, charge and spin), kcal/mol: 0.0
LUMO energy, eV: 3.78

=====

Molecular formula: C26H50CuF6N2O6
Method: DFT, ωB97M-V/def2-TZVPD

```
91
Properties=species:S:1:pos:R:3
Cu -0.660 0.030 0.428
C 0.683 1.505 3.254
O 0.007 0.375 3.834
O 0.500 1.310 1.859
C 0.180 2.847 3.866
F 0.459 3.077 5.164
F 0.488 3.981 3.235
F -1.160 2.842 4.055
C 0.289 0.071 5.083
C -0.412 -1.225 5.514
H -0.237 -1.410 6.574
H -1.492 -1.230 5.367
H 0.061 -2.094 5.058
H -0.045 0.836 5.784
H 1.345 -0.173 5.202
H 1.703 1.348 3.605
C 0.132 -2.944 0.941
O 1.162 -1.940 1.234
O -0.819 -2.209 0.172
C 0.563 -4.365 0.432
F -0.470 -5.106 0.013
F 1.490 -4.458 -0.531
F 1.074 -5.093 1.403
C 2.093 -2.129 2.315
C 3.234 -1.181 2.085
H 3.849 -1.196 2.985
H 3.895 -1.486 1.273
H 2.928 -0.173 1.804
H 2.559 -3.114 2.359
H 1.487 -1.955 3.204
H -0.351 -3.067 1.910
C 3.760 1.819 -0.962
C 2.667 1.784 -2.008
C 3.306 2.129 -3.352
C 4.145 0.946 -3.956
C 3.251 -0.308 -4.054
C 2.578 -0.746 -2.771
N 2.024 0.448 -2.011
O 1.425 0.116 -0.744
C 1.321 -1.474 -3.258
C 3.571 -1.586 -1.987
C 1.621 2.841 -1.765
H 3.327 1.555 0.003
H 4.046 2.863 -0.833
H 4.667 1.247 -1.155
H 2.614 2.507 -4.105
H 4.086 2.886 -3.272
H 4.995 0.721 -3.312
H 4.594 1.200 -4.916
H 3.787 -1.133 -4.523
H 2.493 0.041 -4.755
H 1.604 -2.229 -3.991
H 0.796 -1.920 -2.413
H 0.546 -0.922 -3.790
H 4.025 -2.360 -2.605
H 4.370 -0.983 -1.555
H 3.045 -1.923 -1.094
H 1.343 2.812 -0.711
H 0.802 2.613 -2.448
H 1.952 3.864 -1.946
H 2.228 -0.100 -0.266
C -1.715 0.291 -2.371
C -3.088 0.593 -1.640
C -3.937 -0.624 -1.986
C -5.136 -0.941 -0.994
C -4.646 -1.040 0.383
C -3.809 0.220 0.850
N -2.843 0.751 -0.168
O -2.063 1.779 0.189
C -4.863 1.389 1.104
C -3.110 -0.009 2.173
C -3.603 1.893 -2.378
H -1.784 0.416 -3.452
H -1.402 -0.753 -2.358
H -0.912 0.877 -1.923
H -4.324 -0.548 -3.002
H -3.332 -1.530 -1.954
H -5.593 -1.876 -1.315
H -5.859 -0.149 -1.190
H -4.075 -1.944 0.597
H -5.474 -1.207 1.071
H -5.710 1.011 1.677
H -4.479 2.274 1.611
H -5.332 1.737 0.184
H -2.179 -0.574 2.225
H -2.805 0.936 2.623
H -3.813 -0.446 2.882
H -2.973 2.772 -2.241
H -4.617 2.162 -2.084
H -3.516 1.570 -3.415
H -2.533 2.588 -0.024
```

Results
Charge: 0
Total energy, hartree: -3821.0360
⟨S²⟩: 0.756
HOMO-LUMO gap (alpha / beta), eV: 8.8 / 6.1
Spin multiplicity: 2
LUMO energy (alpha / beta), eV: 0.33 / -2.37

=====

Molecular formula: C3H5NO3
Method: DFT, ωB97M-V/def2-TZVPD

```
12
Properties=species:S:1:pos:R:3
N 1.634 0.078 1.831
C 0.898 -0.509 1.073
C 0.349 -1.140 0.064
C -0.565 -0.405 -0.858
O 0.173 0.380 -1.746
O -1.466 0.424 -0.076
O -0.842 1.445 0.670
H 1.361 0.329 2.771
H 0.396 -2.212 -0.005
H -1.252 -1.089 -1.375
H -0.418 0.783 -2.394
H -0.267 1.917 0.044
```

Results
Charge: 0
Total energy, hartree: -397.6327
HOMO-LUMO gap, eV: 9.5
Energy relative to the best compared isomer or geometry (same formula, charge and spin), kcal/mol: 128.0
Structure (SMILES): N=C=C[C@H](O)OO
LUMO energy, eV: 0.63

=====

Molecular formula: C20H39NO4RhS2Si2
Method: DFT, ωB97M-V/def2-TZVPD

```
69
Properties=species:S:1:pos:R:3
Rh -0.055 0.471 0.899
C -0.425 -0.762 4.163
O -0.458 0.477 3.465
C 0.546 1.391 3.857
C 0.090 2.755 3.430
O -0.199 2.737 2.029
C -1.324 3.515 1.666
C -1.902 2.941 0.395
O -2.077 1.531 0.465
C -3.145 1.119 1.320
H -0.308 -0.595 5.237
H 0.388 -1.397 3.802
H -1.376 -1.257 3.983
H 1.498 1.145 3.381
H 0.676 1.381 4.945
H 0.866 3.496 3.640
H -0.811 3.023 3.989
H -1.046 4.560 1.491
H -2.063 3.492 2.472
H -1.223 3.110 -0.436
H -2.854 3.435 0.177
H -4.055 1.669 1.071
H -2.889 1.269 2.371
H -3.300 0.059 1.138
C 1.867 -0.985 -3.184
Si 1.360 -0.171 -1.590
C 2.858 0.751 -0.993
C 0.871 2.936 -2.088
C 0.510 -1.190 -0.359
C 1.484 -1.665 0.631
C 2.069 -2.931 0.723
C 3.034 -3.155 1.685
C 3.393 -2.124 2.548
C 2.743 -0.914 2.426
N 1.810 -0.686 1.495
Si -1.015 -2.217 -0.705
C -2.280 -1.156 -1.583
C -1.679 -2.705 0.971
C -0.646 -3.723 -1.751
H 2.205 -0.266 -3.937
H 1.061 -1.570 -3.626
H 2.701 -1.655 -2.956
H 3.284 1.397 -1.764
H 3.615 -0.002 -0.747
H 2.667 1.336 -0.095
H 1.698 2.866 -2.788
H 1.223 2.971 -1.058
H 0.260 3.804 -2.317
H 1.769 -3.712 0.037
H 3.519 -4.121 1.756
H 4.153 -2.259 3.304
H 2.988 -0.091 3.086
H -2.336 -0.162 -1.137
H -3.273 -1.611 -1.524
H -2.040 -1.039 -2.644
H -1.901 -1.798 1.540
H -0.950 -3.289 1.539
H -2.595 -3.298 0.896
H -0.154 -3.437 -2.684
H -1.566 -4.255 -2.012
H 0.001 -4.435 -1.234
C -1.275 -0.126 -5.608
O -0.642 0.155 -4.338
C -0.367 1.394 -4.027
S -0.525 2.704 -4.928
S -0.174 1.473 -2.208
H -1.566 -1.169 -5.551
H -0.573 0.038 -6.422
H -2.139 0.524 -5.730
```

Results
Charge: +1
Total energy, hartree: -2626.8405
HOMO-LUMO gap (alpha / beta), eV: 6.9 / 6.6
Energy relative to the best compared isomer or geometry (same formula, charge and spin), kcal/mol: 60.6
LUMO energy (alpha / beta), eV: -2.78 / -2.78

=====

Molecular formula: C49H79N2O29P2
Method: DFT, ωB97M-V/def2-TZVPD

```
161
Properties=species:S:1:pos:R:3
C 1.966 -2.600 2.465
C 0.593 -2.117 2.874
O 0.300 -0.750 2.478
P 1.041 0.436 3.246
O 1.726 0.012 4.470
C -0.233 1.647 3.700
C -1.367 1.966 2.720
C -2.220 0.759 2.280
C -2.098 0.625 0.769
O -2.734 -0.507 0.223
C -3.786 -0.998 1.044
C -4.643 -1.925 0.191
C -3.938 -3.249 0.017
C -4.391 -4.384 0.700
C -3.704 -5.588 0.569
C -2.566 -5.698 -0.228
C -2.122 -4.577 -0.928
C -2.805 -3.370 -0.801
C -4.558 0.181 1.592
N -3.710 0.971 2.584
P -4.283 0.400 4.254
N -2.921 0.677 5.186
O -4.267 -1.211 3.981
O 2.056 1.136 2.249
C 1.576 1.280 0.882
C 1.918 0.109 -0.008
H 2.129 -3.551 2.954
H 2.717 -1.883 2.783
H 1.997 -2.696 1.383
H -0.136 -2.714 2.329
H 0.402 -2.286 3.927
H -0.584 1.330 4.672
H 0.317 2.572 3.857
H -2.029 2.683 3.209
H -0.984 2.472 1.838
H -1.940 -0.153 2.794
H -1.051 0.568 0.499
H -2.493 1.553 0.339
H -3.352 -1.597 1.841
H -4.781 -1.458 -0.781
H -5.617 -2.100 0.639
H -5.269 -4.294 1.321
H -4.059 -6.449 1.116
H -2.011 -6.618 -0.319
H -1.243 -4.603 -1.550
H -2.434 -2.506 -1.330
H -4.871 0.854 0.801
H -5.460 -0.169 2.088
H -3.935 1.958 2.476
H -3.124 0.628 6.176
H -2.117 0.097 4.957
H -3.809 -1.627 4.723
H 0.525 1.532 0.905
H 2.072 2.153 0.477
H 1.172 -0.681 0.061
H 2.866 -0.339 0.269
H 1.940 0.432 -1.045
C 3.892 5.711 -1.580
C 2.396 5.732 -1.430
C 1.889 6.621 -0.316
O 0.659 5.961 0.048
C 0.794 4.660 -0.256
O 0.036 3.805 0.097
O 1.887 4.444 -1.008
H 4.260 6.713 -1.798
H 4.364 5.349 -0.665
H 4.196 5.043 -2.386
H 1.917 5.979 -2.381
H 1.695 7.642 -0.629
H 2.550 6.630 0.553
C -4.097 -7.756 -2.951
C -3.731 -9.215 -3.045
C -3.498 -9.901 -1.718
O -2.559 -10.923 -2.066
C -1.860 -10.489 -3.147
O -0.876 -10.997 -3.565
O -2.449 -9.384 -3.675
H -5.021 -7.622 -2.388
H -3.302 -7.192 -2.466
H -4.233 -7.331 -3.945
H -4.470 -9.760 -3.639
H -4.398 -10.339 -1.293
H -3.034 -9.239 -0.981
C -3.137 4.206 -2.234
C -2.675 5.292 -3.174
C -3.325 5.293 -4.536
O -2.303 5.892 -5.359
C -1.112 5.608 -4.785
O -0.052 5.770 -5.299
O -1.288 5.119 -3.533
H -4.205 4.291 -2.041
H -2.929 3.224 -2.640
H -2.600 4.279 -1.285
H -2.776 6.269 -2.692
H -4.237 5.886 -4.564
H -3.535 4.304 -4.919
C 4.339 -8.286 5.524
C 3.321 -7.537 4.706
C 3.862 -6.419 3.837
O 2.722 -5.533 3.771
C 1.998 -5.711 4.896
O 1.112 -4.993 5.241
O 2.407 -6.810 5.559
H 5.079 -8.757 4.878
H 4.848 -7.617 6.213
H 3.851 -9.060 6.118
H 2.728 -8.236 4.109
H 4.142 -6.752 2.841
H 4.700 -5.873 4.278
C 9.127 6.899 0.784
C 7.827 7.024 0.033
C 7.767 8.163 -0.960
O 6.365 8.473 -0.977
C 5.856 8.120 0.226
O 4.771 8.416 0.610
O 6.744 7.374 0.920
H 9.953 6.728 0.093
H 9.325 7.803 1.360
H 9.086 6.068 1.488
H 7.568 6.075 -0.446
H 8.107 7.887 -1.955
H 8.313 9.045 -0.621
C 10.026 -4.451 7.951
C 8.621 -4.973 7.795
C 8.474 -6.471 7.942
O 7.334 -6.742 7.111
C 7.288 -5.785 6.160
O 6.588 -5.827 5.197
O 8.139 -4.781 6.447
H 10.413 -4.686 8.942
H 10.684 -4.887 7.199
H 10.051 -3.371 7.816
H 7.940 -4.446 8.467
H 8.286 -6.790 8.963
H 9.331 -7.018 7.542
C -4.164 8.798 -7.532
C -4.924 7.511 -7.724
C -5.760 7.456 -8.981
O -6.812 6.561 -8.595
C -6.963 6.659 -7.251
O -7.871 6.207 -6.638
O -5.927 7.348 -6.703
H -3.473 8.965 -8.358
H -4.852 9.642 -7.464
H -3.594 8.770 -6.603
H -4.243 6.657 -7.668
H -5.222 7.066 -9.841
H -6.199 8.423 -9.236
C -4.535 -1.684 -5.388
C -3.976 -0.285 -5.412
C -2.941 0.009 -4.350
O -3.112 1.420 -4.147
C -4.395 1.727 -4.462
O -4.924 2.767 -4.225
O -4.989 0.688 -5.086
H -3.742 -2.416 -5.542
H -5.026 -1.885 -4.434
H -5.282 -1.812 -6.170
H -3.593 -0.044 -6.407
H -1.923 -0.209 -4.663
H -3.149 -0.504 -3.407
```

Results
Charge: +1
Total energy, hartree: -4888.7674
HOMO-LUMO gap, eV: 9.3
LUMO energy, eV: -2.08

=====

- Which of these has the lowest total energy?
  C49H79N2O29P2

=====

- Look up the charge of the sixth one.
  +1

=====

- What is the total energy in the fifth record?
  -2626.8405 hartree